Record 1
DFT (wB97M-V/def2-TZVPD) results for 2 unconnected molecules or ions with the total composition C4H8NO in a non-equilibrium geometry.

Its HOMO energy is -14.91 eV. The multiplicity is 1. The net charge is +1. The calculation puts the molecular weight at 86.1 g mol⁻¹. The gap between HOMO and LUMO comes out at 9.8 eV.

Cartesian coordinates (Å):
C1 0.26163 0.39537 1.76263
C2 -1.22938 1.18339 -0.44570
C3 -0.40088 0.33628 -1.14888
C4 0.65384 -1.14124 -0.01157
N1 0.72352 -0.55834 1.19230
O1 1.84145 -1.31505 -0.62492
H1 0.24340 0.56445 2.87813
H2 -2.05925 0.77037 0.18275
H3 -1.22474 2.24241 -0.53984
H4 -0.15872 1.14297 0.97834
H5 0.38515 1.00281 -1.43913
H6 -0.71675 -0.55184 -1.70959
H7 -0.24039 -1.87172 -0.08003
H8 1.92112 -2.19985 -0.99448

Forces on atoms 1 to 2 (eV/Å):
C -0.898 2.846 1.427
C -1.609 -2.969 1.072

***

Record 2
DFT (wB97M-V/def2-TZVPD) results for 2 unconnected molecules or ions with the total composition C4H8NO2 in a non-equilibrium geometry.

Its HOMO energy is -3.81 eV. The multiplicity is 1. The net charge is -1. The calculation puts the molecular weight at 102.1 g mol⁻¹. The gap between HOMO and LUMO comes out at 7.1 eV.

Cartesian coordinates (Å):
C1 1.03113 -0.64342 0.04747
N1 2.40134 -0.16132 2.09123
C2 0.76200 1.48161 1.29017
C3 1.40114 0.17281 1.27198
C4 -3.11850 -0.75561 -2.63976
O1 -2.31454 -0.68699 -1.68511
O2 -3.61537 -1.67902 -3.29084
H1 1.72558 -1.47696 -0.10602
H2 0.06068 -1.05588 0.19541
H3 0.90660 -0.06172 -0.86227
H4 -3.63702 0.24095 -2.88469
H5 1.68903 1.42633 0.50739
H6 1.04769 2.09485 2.14773
H7 -0.30486 1.61603 0.97909
H8 1.96510 -0.51165 2.93821

Forces on atoms 1 to 2 (eV/Å):
C 1.059 -0.087 -0.169
N -1.849 -1.039 -1.491

***

Record 3
DFT (wB97M-V/def2-TZVPD) results for a gas-phase ion, C4H8NO2 (charge -1) in a non-equilibrium geometry.

Its HOMO energy is -3.01 eV. The multiplicity is 1. The net charge is -1. The calculation puts the molecular weight at 102.1 g mol⁻¹. The gap between HOMO and LUMO comes out at 6.9 eV.

Cartesian coordinates (Å):
C1 -1.53581 0.80578 0.47672
C2 -0.33699 0.71378 -0.48025
C3 -0.48102 -0.47684 -1.43334
O1 -0.83016 -0.34613 -2.58087
N1 0.92194 0.46732 0.23898
C4 1.70321 -0.97913 0.61624
O2 2.70133 -0.69396 1.37228
H1 -1.23606 1.10989 1.47793
H2 -2.23249 1.53812 0.06645
H3 -1.97491 -0.18746 0.62168
H4 -0.23876 1.54354 -1.19263
H5 -0.12464 -1.41326 -0.97610
H6 0.89042 0.87655 1.15254
H7 1.83359 -1.31011 -0.42409
H8 0.94035 -1.64809 1.06445

Forces on atoms 1 to 2 (eV/Å):
C 0.002 0.028 -0.477
C 1.184 -1.599 0.384

***

Record 4
DFT (wB97M-V/def2-TZVPD) results for a molecular structure, C4H8NO2 in a non-equilibrium geometry.

Its HOMO energy (alpha / beta) is 2.59 / 1.04 eV. The multiplicity is 2. The net charge is -2. The calculation puts the molecular weight at 102.1 g mol⁻¹. The gap between HOMO and LUMO (alpha / beta) comes out at 4.8 / 6.2 eV. Its expectation value of S² is 0.75.

Cartesian coordinates (Å):
C1 1.56405 -1.30540 -0.00627
O1 2.70753 -0.57822 -0.09952
C2 0.31683 -0.66105 0.58078
C3 0.09808 0.69720 0.10171
C4 -1.46802 0.91505 0.17613
N1 -2.12108 0.91457 -1.19682
O2 -2.05497 0.84667 1.29741
H1 1.85167 -2.19443 0.57018
H2 1.28639 -1.66605 -0.98970
H3 -0.57427 -1.37351 0.31517
H4 0.37226 -0.66476 1.72458
H5 0.57905 0.83882 -0.92858
H6 0.67573 1.26677 0.85331
H7 -1.54304 1.08917 -2.00670
H8 -1.69021 1.87519 -0.39168

Forces on atoms 1 to 2 (eV/Å):
C 1.673 0.032 0.281
O 0.304 0.984 0.115

***

Record 5
DFT (wB97M-V/def2-TZVPD) results for 2 unconnected molecules or ions with the total composition C4H8NO2 in a non-equilibrium geometry.

Its HOMO energy (alpha / beta) is -8.43 / -8.41 eV. The multiplicity is 2. The net charge is 0. The calculation puts the molecular weight at 102.1 g mol⁻¹. The gap between HOMO and LUMO (alpha / beta) comes out at 8.7 / 5.6 eV. Its expectation value of S² is 0.76.

Cartesian coordinates (Å):
O1 -0.42134 -1.70702 0.53002
C1 -1.12086 -0.69451 0.72750
O2 -0.79094 0.49648 0.43752
C2 -2.51740 -0.91888 1.25002
H1 -2.84343 -0.09015 1.86674
H2 -3.20102 -0.92720 0.43448
H3 -2.50130 -1.83436 1.83193
C3 1.64053 -0.27145 -1.54882
C4 2.06303 0.95495 -1.04761
N1 1.63120 1.41844 0.06144
H4 0.78816 -0.79320 -1.06455
H5 2.02865 -0.69705 -2.48866
H6 2.75850 1.57676 -1.57630
H7 0.64526 1.08383 0.38883
H8 1.84096 2.40336 0.19749

Forces on atoms 1 to 2 (eV/Å):
O 0.195 0.484 -0.007
C 0.268 -0.953 -0.542

***

Record 6
DFT (wB97M-V/def2-TZVPD) results for 2 unconnected molecules or ions with the total composition C4H8NO2 in a non-equilibrium geometry.

Its HOMO energy (alpha / beta) is -13.94 / -13.94 eV. The multiplicity is 1. The net charge is +1. The calculation puts the molecular weight at 102.1 g mol⁻¹. The gap between HOMO and LUMO (alpha / beta) comes out at 9.4 / 9.4 eV.

Cartesian coordinates (Å):
C1 -0.01394 -1.30004 0.55554
C2 1.17940 -1.47408 -0.01430
C3 0.87688 0.72636 -0.22533
C4 -1.67624 0.31962 -0.23757
N1 -0.36592 0.14776 0.51931
O1 1.67415 -0.31012 -0.45108
O2 1.43453 1.80839 0.42719
H1 -0.67676 -2.09993 0.65555
H2 1.87969 -2.28606 -0.02288
H3 0.32309 1.15553 -2.02421
H4 -2.11114 -0.68151 -0.60955
H5 -2.46634 0.41621 0.51603
H6 -1.84041 1.17672 -0.86345
H7 -0.55873 0.58233 1.40579
H8 2.34175 1.81882 0.36895

Forces on atoms 1 to 2 (eV/Å):
C 1.535 0.236 -0.518
C -0.914 0.784 1.234

***

Record 7
DFT (wB97M-V/def2-TZVPD) results for a gas-phase ion, C4H8NO2 (charge +1) in a non-equilibrium geometry.

Its HOMO energy is -13.27 eV. The multiplicity is 1. The net charge is +1. The calculation puts the molecular weight at 102.1 g mol⁻¹. The gap between HOMO and LUMO comes out at 7.9 eV.

Cartesian coordinates (Å):
C1 1.45321 0.65116 1.08947
C2 0.54848 -0.03432 0.19913
C3 -0.76929 0.42877 0.12403
C4 -1.64442 -0.42138 -0.74456
N1 0.81474 -1.20527 -0.56735
O1 2.73515 0.68812 0.98058
O2 -1.16550 1.63402 0.57466
H1 1.05224 1.35892 1.84018
H2 -1.20176 -0.53755 -1.75845
H3 -2.60760 0.08954 -1.02653
H4 -1.76241 -1.30248 -0.13916
H5 1.31385 -1.95931 -0.02451
H6 0.11444 -1.58373 -1.14350
H7 3.14811 0.16400 0.27136
H8 -2.02922 2.02950 0.32464

Forces on atoms 1 to 2 (eV/Å):
C -1.390 0.101 -2.289
C -0.166 -0.001 1.672

***

Record 8
DFT (wB97M-V/def2-TZVPD) results for a molecular structure, C4H8NO2 in a non-equilibrium geometry.

Its HOMO energy is -14.99 eV. The multiplicity is 1. The net charge is +1. The calculation puts the molecular weight at 102.1 g mol⁻¹. The gap between HOMO and LUMO comes out at 9.0 eV.

Cartesian coordinates (Å):
C1 -0.78052 0.55259 -1.16427
C2 -1.72066 -0.64112 -0.76927
C3 0.33404 0.17755 -0.21636
C4 1.86536 0.68863 1.54915
N1 -0.79777 -1.31053 0.06121
O1 -0.79002 -2.44582 0.34053
O2 0.60558 0.85926 0.81804
H1 -0.41380 0.48567 -2.14812
H2 -1.03579 1.57012 -0.82630
H3 -2.65696 -0.39392 -0.23174
H4 -2.24197 -1.05103 -1.65601
H5 1.25330 -0.32094 -0.70401
H6 2.03394 1.77685 1.67504
H7 2.60889 0.03962 0.98280
H8 1.73637 0.01307 2.28930

Forces on atoms 1 to 2 (eV/Å):
C -0.571 0.045 3.037
C -2.579 2.360 -2.293

***

Record 9
DFT (wB97M-V/def2-TZVPD) results for 2 unconnected molecules or ions with the total composition C4H8NO2 in a non-equilibrium geometry.

Its HOMO energy (alpha / beta) is -13.64 / -15.18 eV. The multiplicity is 3. The net charge is +1. The calculation puts the molecular weight at 102.1 g mol⁻¹. The gap between HOMO and LUMO (alpha / beta) comes out at 7.2 / 7.3 eV. Its expectation value of S² is 2.01.

Cartesian coordinates (Å):
C1 2.56430 -0.36094 0.34974
C2 1.19665 -0.83834 0.51614
C3 -2.29431 1.15790 -0.26706
C4 0.27710 -0.67992 -0.67879
N1 -1.69670 -0.06161 0.05664
O1 -2.21422 -0.89311 0.66597
O2 1.70507 0.40861 1.07667
H1 3.44866 -0.76028 0.97744
H2 2.73525 0.10465 -0.67186
H3 0.85314 -1.44433 1.35138
H4 -2.96449 1.44693 0.53004
H5 -2.72822 1.37929 -1.26133
H6 -1.40035 1.86288 -0.30647
H7 0.23017 -1.63197 -1.25472
H8 0.28795 0.31025 -1.08379

Forces on atoms 1 to 2 (eV/Å):
C 3.123 0.463 -0.958
C -2.888 1.043 0.780

***

Record 10
DFT (wB97M-V/def2-TZVPD) results for 2 unconnected molecules or ions with the total composition C4H8NO2S in a non-equilibrium geometry.

Its HOMO energy is -3.82 eV. The multiplicity is 1. The net charge is -1. The calculation puts the molecular weight at 134.2 g mol⁻¹. The gap between HOMO and LUMO comes out at 7.0 eV.

Cartesian coordinates (Å):
O1 1.04676 1.42191 1.99594
C1 0.30664 0.91401 1.10295
N1 -0.94857 1.21804 0.93566
C2 -3.45677 -0.19435 -0.60314
O2 -3.23793 -1.03281 -1.53366
C3 0.90677 -0.23665 0.25426
C4 2.30037 -0.16326 -0.33044
S1 2.89820 -1.65025 -1.21765
H1 -1.18337 1.85227 1.68998
H2 -4.31578 -0.21521 0.09509
H3 -2.58269 0.45849 -0.39054
H4 0.26747 -0.54833 -0.59352
H5 0.90586 -0.92349 1.15145
H6 3.07498 0.00720 0.51124
H7 2.28364 0.73542 -1.17736
H8 1.73442 -1.64297 -1.89026

Forces on atoms 1 to 2 (eV/Å):
O 0.610 -0.521 -0.315
C 0.802 1.363 0.356

***

Record 11
DFT (wB97M-V/def2-TZVPD) results for 2 unconnected molecules or ions with the total composition C4H8NO2S in a non-equilibrium geometry.

Its HOMO energy is -3.44 eV. The multiplicity is 1. The net charge is -1. The calculation puts the molecular weight at 134.2 g mol⁻¹. The gap between HOMO and LUMO comes out at 6.0 eV.

Cartesian coordinates (Å):
O1 0.33603 2.33549 1.74731
C1 0.19991 1.28716 1.06665
N1 1.00327 0.26306 1.08629
C2 3.07705 -4.70144 -1.58187
O2 2.29932 -5.64194 -1.29601
C3 -1.11077 1.15323 0.23809
C4 -1.81662 2.55608 0.31342
S1 -3.47906 2.62712 -0.60254
H1 1.82655 0.22153 1.60793
H2 2.94505 -3.98118 -2.33005
H3 4.03664 -4.73769 -0.89886
H4 -0.81224 0.79193 -0.75184
H5 -1.61626 0.40439 0.75718
H6 -1.80943 2.82404 1.26500
H7 -1.27891 3.21542 -0.21571
H8 -3.80053 1.38281 -0.40501

Forces on atoms 1 to 2 (eV/Å):
O -0.266 0.970 0.080
C 1.302 -0.048 1.386

***

Record 12
DFT (wB97M-V/def2-TZVPD) results for 2 unconnected molecules or ions with the total composition C4H8NO2S in a non-equilibrium geometry.

Its HOMO energy is -3.16 eV. The multiplicity is 1. The net charge is -1. The calculation puts the molecular weight at 134.2 g mol⁻¹. The gap between HOMO and LUMO comes out at 6.8 eV.

Cartesian coordinates (Å):
C1 -0.11901 1.06595 0.39458
C2 0.71622 0.22586 1.30428
C3 0.37481 -2.29547 -2.14626
C4 -0.85288 1.93493 1.25218
N1 -1.46081 2.22459 2.23130
O1 -2.02923 2.76033 3.16162
O2 -1.09083 0.36749 -0.34628
S1 0.79325 -0.52448 -2.39770
H1 0.17465 -0.32747 1.96467
H2 1.34057 -0.25575 0.66570
H3 1.18161 1.08564 1.79839
H4 0.91569 -2.80921 -2.83438
H5 -0.64646 -2.54386 -2.41255
H6 0.68200 -2.38699 -1.09577
H7 0.57861 1.54149 -0.48895
H8 -0.55820 -0.06306 -1.05080

Forces on atoms 1 to 2 (eV/Å):
C 0.010 -0.446 -3.841
C 0.524 3.894 -0.383

***

Summary of energy above the lowest of the compared OMol25 structures with the same formula, charge and spin in kJ/mol
369.1, 383.2, 324.5, 487.1, 59.4, 569.2, 201.4, 541.2, 410.8, 247.0, 297.2, 467.0
(order as listed above)